{
  "formula": "C12H23N2O2P2Ru",
  "method": "ωB97M-V/def2-TZVPD",
  "energy_ha": -1507.444610,
  "e_homo_ev": [-17.3, -20.0],
  "charge": 3,
  "multiplicity": 5,
  "gap_ev": [5.916, 4.631],
  "molar_mass_g_mol": 390.35,
  "symbols": ["Ru", "P", "C", "C", "N", "C", "C", "C", "C", "C", "P", "H", "H", "H", "H", "H", "H", "H", "H", "O", "H", "H", "O", "H", "C", "H", "H", "H", "C", "H", "H", "H", "C", "H", "H", "H", "C", "H", "H", "H", "N", "C"],
  "coordinates": [[-0.067, 0.205, 0.743], [0.378, 2.068, -0.312], [-1.213, 1.992, -1.293], [-1.327, 0.628, -1.930], [-0.728, -0.363, -1.244], [-0.388, -1.520, -1.846], [-0.985, -1.848, -3.067], [-1.849, -0.930, -3.683], [-2.014, 0.330, -3.103], [0.628, -2.379, -1.135], [1.131, -1.561, 0.435], [-2.620, 1.132, -3.534], [-0.772, -2.845, -3.447], [-2.366, -1.196, -4.616], [0.209, -3.369, -0.912], [1.521, -2.535, -1.760], [-2.019, 2.126, -0.542], [-1.229, 2.831, -2.000], [-1.683, 0.030, 2.964], [-1.991, 0.502, 2.143], [-2.880, 0.874, 2.322], [0.025, -0.250, 4.254], [-0.821, -0.731, 4.186], [-0.813, -1.488, 4.788], [-0.235, -2.192, 1.515], [-0.366, -3.198, 1.120], [0.049, -2.203, 2.574], [-1.197, -1.647, 1.378], [2.707, -2.176, 1.031], [2.879, -1.696, 2.003], [2.684, -3.270, 1.129], [3.482, -1.869, 0.314], [1.629, 2.451, -1.572], [1.281, 3.278, -2.203], [2.558, 2.745, -1.069], [1.825, 1.573, -2.198], [0.285, 3.502, 0.779], [1.246, 3.548, 1.313], [0.105, 4.406, 0.187], [-0.529, 3.319, 1.495], [2.150, 1.031, 2.781], [1.320, 0.695, 2.011]],
  "forces_ev_per_angstrom": [[-2.0, 0.7, 1.0], [0.2, 3.5, -1.1], [0.0, -0.2, -0.4], [0.4, 0.8, 2.0], [0.9, 0.3, 0.4], [0.6, 0.5, 2.0], [-0.9, -0.1, -1.5], [-0.1, -0.3, -0.3], [-0.6, -0.2, -2.0], [-0.2, 0.5, -0.3], [1.4, -3.2, 0.2], [0.1, -0.5, -0.2], [-0.2, 0.2, -0.4], [0.2, 0.2, 0.4], [0.0, -0.1, -0.3], [-0.3, -0.1, -0.2], [0.1, 0.0, -0.3], [-0.5, -0.3, -0.1], [-0.4, 0.1, 0.2], [0.3, -0.3, -0.1], [0.6, -0.2, -0.2], [-0.4, -0.4, 0.5], [0.5, 0.3, -0.5], [0.0, 0.3, 0.2], [0.1, -0.5, 0.1], [-0.4, -0.2, 0.4], [-0.1, 0.0, -0.4], [0.3, -0.6, 0.3], [0.0, -0.2, -0.1], [0.1, -0.1, -0.2], [0.1, 0.3, 0.0], [-0.1, -0.1, 0.3], [0.2, -0.5, 0.1], [0.0, -0.1, 0.2], [-0.1, -0.1, -0.1], [0.1, 0.2, 0.0], [-0.2, -0.1, -0.2], [-0.3, 0.1, -0.1], [0.1, 0.0, 0.3], [0.3, 0.3, -0.1], [-1.7, -0.8, -1.5], [1.9, 1.2, 1.8]],
  "lowdin_charge": [0.935, 0.770, -0.190, -0.213, -0.007, -0.192, 0.137, 0.089, 0.128, -0.190, 0.776, 0.172, 0.168, 0.166, 0.132, 0.141, 0.134, 0.128, 0.015, -0.122, 0.111, 0.069, -0.045, 0.104, -0.211, 0.073, 0.063, 0.045, -0.180, 0.066, 0.088, 0.081, -0.174, 0.086, 0.083, 0.059, -0.197, 0.076, 0.084, 0.067, 0.129, -0.454]
}